Molecular formula: C5H7N3
Method: DFT, wB97M-V/def2-TZVPD

The geometry in ORCA input format:
```
! RIJCOSX wB97M-V def2-TZVPD def2/J DEFGRID3
* xyz 0 1
C 0.123 2.058 -0.069
C -0.506 0.760 -0.009
C -2.045 -0.737 0.036
C -0.885 -1.505 -0.079
C 0.250 -0.565 -0.062
H -0.509 2.856 -0.035
H 0.604 1.835 -1.118
H 0.720 2.153 0.848
H -3.054 -1.004 0.434
H -0.846 -2.660 0.019
H 3.243 -0.680 0.727
H 2.390 0.687 0.789
N -1.723 0.691 0.061
N 1.431 -0.972 -0.075
N 2.552 -0.184 -0.069
*
```

Computed properties:
- orbital gap (eV) = 8.54
- E_HOMO (eV) = -8.8976
- structure (SMILES) = CC1=NC=C/C1=N/N
- E_LUMO (eV) = -0.3530



Molecular formula: C5H7N3
Method: DFT, wB97M-V/def2-TZVPD

The geometry in ORCA input format:
```
! RIJCOSX wB97M-V def2-TZVPD def2/J DEFGRID3
* xyz 0 1
C 1.752 -0.619 0.181
C 0.655 -1.439 0.133
C 0.887 1.243 -0.835
C -0.431 1.098 -0.808
C -2.453 0.121 0.269
N 1.730 0.761 0.341
N -0.648 -1.223 0.096
N -1.032 0.039 -0.026
H 2.773 -1.015 0.076
H 0.854 -2.508 0.065
H 1.479 1.808 -1.512
H -2.397 0.794 1.215
H -3.068 0.515 -0.502
H -2.711 -0.844 0.676
H 2.610 1.268 0.630
*
```

Computed properties:
- orbital gap (alpha / beta) (eV) = 7.13 / 7.13
- E_HOMO (alpha / beta) (eV) = -7.5534 / -7.5516
- E_LUMO (alpha / beta) (eV) = -0.4248 / -0.4259



Molecular formula: C5H7N3
Method: DFT, wB97M-V/def2-TZVPD

The geometry in ORCA input format:
```
! RIJCOSX wB97M-V def2-TZVPD def2/J DEFGRID3
* xyz 0 1
C 1.129 -0.268 -0.046
C 1.132 1.089 -0.058
C -0.140 1.871 -0.021
C -1.223 1.165 0.099
C -1.041 -0.212 -0.036
H 2.322 -1.641 -0.472
H 2.367 -1.499 1.032
H 2.406 1.735 0.147
H 0.054 2.747 -0.038
H -2.258 1.400 0.028
H -3.157 -0.771 0.103
H -2.137 -2.101 -0.001
N 2.392 -0.939 -0.061
N -2.260 -1.173 -0.056
N 0.048 -0.994 0.056
*
```

Computed properties:
- orbital gap (eV) = 9.25
- E_HOMO (eV) = -8.3792
- E_LUMO (eV) = 0.8714



Molecular formula: C5H7N3
Method: DFT, wB97M-V/def2-TZVPD

The geometry in ORCA input format:
```
! RIJCOSX wB97M-V def2-TZVPD def2/J DEFGRID3
* xyz 0 1
C 1.150 -0.941 0.434
C -0.249 -1.435 -0.122
C -0.915 -0.144 -0.208
C -0.025 0.918 -0.223
C 1.430 0.511 0.015
H 1.062 -0.823 1.526
H 1.987 -1.549 0.272
H -0.647 -2.213 0.536
H -0.057 -2.041 -1.037
H -2.751 2.249 -0.417
H 2.008 1.040 0.760
H 2.020 0.534 -0.862
N -2.166 0.261 -0.212
N -2.059 1.593 -0.232
N -0.786 2.039 -0.229
*
```

Computed properties:
- orbital gap (eV) = 10.66
- E_HOMO (eV) = -9.4915
- structure (SMILES) = C1Cc2n[nH]nc2C1
- E_LUMO (eV) = 1.1664



Molecular formula: C5H7N3
Method: DFT, wB97M-V/def2-TZVPD

The geometry in ORCA input format:
```
! RIJCOSX wB97M-V def2-TZVPD def2/J DEFGRID3
* xyz 0 1
C 0.706 0.564 -0.062
C -1.197 -1.087 0.287
C -2.369 -0.613 -0.387
C 0.178 1.787 -0.059
C -0.349 2.832 0.186
H 3.449 -0.988 -0.260
H 2.019 -1.459 -0.707
H 0.840 -0.972 0.905
H -1.266 -2.009 0.996
H -3.284 -1.032 0.011
H -2.385 0.277 -0.886
H -1.015 3.643 0.081
N 2.513 -0.758 -0.027
N 2.007 0.527 -0.116
N 0.153 -0.712 0.039
*
```

Computed properties:
- orbital gap (eV) = 8.90
- E_HOMO (eV) = -8.2262
- structure (SMILES) = C#C/C(=N/N)NC=C
- E_LUMO (eV) = 0.6716



Molecular formula: C5H7N3
Method: DFT, wB97M-V/def2-TZVPD

The geometry in ORCA input format:
```
! RIJCOSX wB97M-V def2-TZVPD def2/J DEFGRID3
* xyz 0 1
C -2.060 0.786 1.250
C 0.385 0.096 0.134
C -0.527 -0.587 -0.717
C 0.117 -0.973 -1.872
C 1.666 -0.111 -0.498
H -2.702 1.870 1.637
H -2.620 -0.369 1.913
H -1.921 0.610 -0.187
H -1.635 -0.809 -0.296
H -0.143 -1.406 -2.806
H 2.116 -1.159 -2.355
H 2.727 0.072 -0.157
N -0.803 0.895 2.013
N 0.334 0.690 1.429
N 1.426 -0.739 -1.661
*
```

Computed properties:
- orbital gap (eV) = 8.94
- E_HOMO (eV) = -8.3788
- E_LUMO (eV) = 0.5598



Molecular formula: C5H7N3O
Method: DFT, wB97M-V/def2-TZVPD

The geometry in ORCA input format:
```
! RIJCOSX wB97M-V def2-TZVPD def2/J DEFGRID3
* xyz 0 1
C 1.347 -1.416 1.167
C -1.222 -0.212 0.156
C -1.781 1.074 0.418
C 0.466 0.900 -1.312
C -0.383 1.908 -1.907
H 1.788 -2.315 1.067
H 2.409 -0.856 1.573
H 0.676 -1.197 1.971
H 0.644 -2.235 -0.686
H -1.412 -1.399 0.545
H -1.129 2.157 0.204
H -2.765 1.072 1.118
N 0.926 -1.158 -0.276
N -0.111 -0.196 -0.538
N -1.253 2.622 -2.359
O 1.802 1.251 -1.141
*
```

Computed properties:
- orbital gap (eV) = 7.69
- E_HOMO (eV) = -8.9338
- structure (SMILES) = C=CN(NC)C(=O)C#N
- E_LUMO (eV) = -1.2478



Molecular formula: C5H7N3O
Method: DFT, wB97M-V/def2-TZVPD

The geometry in ORCA input format:
```
! RIJCOSX wB97M-V def2-TZVPD def2/J DEFGRID3
* xyz 0 1
C 2.856 0.722 0.528
C 3.161 -0.585 0.320
C 1.109 -0.301 0.093
C -2.350 0.820 -0.484
C -1.871 -0.628 -0.555
N 1.471 0.897 0.419
N -0.578 -1.019 -0.262
N 2.039 -1.284 -0.064
O -0.256 -2.253 -0.237
H 3.402 1.488 1.051
H 4.066 -1.179 0.696
H -2.036 1.334 -1.316
H -1.867 1.119 0.413
H -3.438 0.800 -0.299
H -2.603 -1.342 -0.915
H 2.053 -2.283 -0.264
*
```

Computed properties:
- orbital gap (alpha / beta) (eV) = 9.07 / 9.07
- E_HOMO (alpha / beta) (eV) = -8.3295 / -8.3281
- E_LUMO (alpha / beta) (eV) = 0.7397 / 0.7397



Molecular formula: C5H7N3O
Method: DFT, wB97M-V/def2-TZVPD

The geometry in ORCA input format:
```
! RIJCOSX wB97M-V def2-TZVPD def2/J DEFGRID3
* xyz 0 1
C -2.951 0.991 -0.095
C -1.872 0.692 -0.803
C -2.323 -0.829 0.689
C 2.052 -0.381 -0.323
C 3.215 -0.030 0.445
N -3.224 0.048 0.865
N 0.976 -0.589 0.288
N -1.362 -0.491 -0.293
O -0.155 -0.968 -0.643
H -3.497 1.889 -0.221
H -1.307 1.167 -1.630
H -1.962 -1.666 1.289
H 1.996 -0.152 -1.360
H 2.829 0.260 1.526
H 3.984 -0.811 0.410
H 3.600 0.870 -0.144
*
```

Computed properties:
- orbital gap (eV) = 9.78
- E_HOMO (eV) = -8.9754
- structure (SMILES) = C/C=N/On1ccnc1
- E_LUMO (eV) = 0.8029



Molecular formula: C5H7N3O
Method: DFT, wB97M-V/def2-TZVPD

The geometry in ORCA input format:
```
! RIJCOSX wB97M-V def2-TZVPD def2/J DEFGRID3
* xyz 0 3
C 1.370 0.817 1.101
C 2.916 1.034 3.150
C 2.412 0.832 1.945
C -0.617 0.851 -0.782
C -2.081 -0.582 -1.933
N 0.552 0.834 0.164
N -0.284 -1.589 -0.649
N -0.965 -0.430 -1.059
O -1.121 1.820 -1.259
H 2.281 1.167 3.918
H 3.979 1.110 3.116
H -1.737 -0.696 -2.870
H -2.901 -1.285 -1.675
H -2.600 0.307 -2.050
H -0.635 -1.913 0.232
H -0.569 -2.277 -1.349
*
```

Computed properties:
- orbital gap (alpha / beta) (eV) = 6.71 / 7.80
- E_HOMO (alpha / beta) (eV) = -6.0941 / -9.3179
- E_LUMO (alpha / beta) (eV) = 0.6142 / -1.5153



Molecular formula: C5H7N3O7
Method: DFT, wB97M-V/def2-TZVPD

The geometry in ORCA input format:
```
! RIJCOSX wB97M-V def2-TZVPD def2/J DEFGRID3
* xyz 0 1
C 1.958 -0.052 1.042
C 1.902 -0.692 -0.395
C 2.194 1.381 0.726
C 1.338 0.430 -1.156
C -2.421 -0.320 -0.246
N -3.418 0.235 0.577
N -2.434 -1.683 -0.606
N -1.252 0.394 -0.487
O -3.452 1.437 0.625
O -1.473 -2.331 -0.309
O -0.299 -0.167 -1.185
O -4.096 -0.589 1.154
O -3.494 -2.007 -1.157
O -1.097 1.534 -0.108
O 1.608 1.589 -0.617
H 0.937 -0.264 1.615
H 2.834 -0.434 1.698
H 2.943 -0.943 -0.467
H 1.170 -1.552 -0.331
H 1.784 2.094 1.391
H 3.352 1.563 0.483
H 1.419 0.377 -2.247
*
```

Computed properties:
- orbital gap (alpha / beta) (eV) = 9.03 / 9.03
- E_HOMO (alpha / beta) (eV) = -9.7708 / -9.7710
- structure (SMILES) = O=[N+]([O-])C([N+](=O)[O-])=[N+]([O-])O[C@@H]1CCCO1
- E_LUMO (alpha / beta) (eV) = -0.7453 / -0.7445



Molecular formula: C5H7N6O
Method: DFT, wB97M-V/def2-TZVPD

The geometry in ORCA input format:
```
! RIJCOSX wB97M-V def2-TZVPD def2/J DEFGRID3
* xyz 1 1
C -0.977 -0.223 -0.952
C 1.672 -0.108 0.624
C 2.581 0.962 0.183
C -2.096 0.400 1.227
C 1.379 -1.237 -0.487
N 0.502 -3.401 0.085
N -1.256 -0.062 -2.183
N -2.362 0.572 -2.143
N -2.787 0.763 -0.967
N 0.869 -2.375 -0.171
N -1.905 0.331 -0.193
O 1.036 -0.199 1.626
H 1.958 2.032 0.034
H 3.150 0.823 -0.748
H 3.191 1.242 1.031
H -2.638 1.503 1.209
H -2.864 -0.280 1.557
H -1.189 0.404 1.747
H 1.737 -1.147 -1.477
*
```

Computed properties:
- orbital gap (alpha / beta) (eV) = 7.25 / 6.18
- E_HOMO (alpha / beta) (eV) = -14.2610 / -14.4120
- E_LUMO (alpha / beta) (eV) = -7.0134 / -8.2338



Molecular formula: C5H7NO
Method: DFT, wB97M-V/def2-TZVPD

The geometry in ORCA input format:
```
! RIJCOSX wB97M-V def2-TZVPD def2/J DEFGRID3
* xyz 0 1
O -0.099 1.625 0.215
C -0.209 0.253 0.016
C 1.092 -0.460 -0.445
C 2.206 0.399 -0.060
N 2.913 1.239 0.306
C -1.487 -0.210 -0.590
C -1.170 -0.549 0.850
H 0.773 1.823 0.602
H 1.198 -1.437 0.040
H 1.119 -0.619 -1.529
H -2.249 0.543 -0.764
H -1.436 -0.995 -1.341
H -0.906 -1.576 1.084
H -1.745 -0.038 1.616
*
```

Computed properties:
- orbital gap (eV) = 10.68
- E_HOMO (eV) = -9.8764
- structure (SMILES) = N#CCC1(O)CC1
- E_LUMO (eV) = 0.8066



Molecular formula: C5H7NO
Method: DFT, wB97M-V/def2-TZVPD

The geometry in ORCA input format:
```
! RIJCOSX wB97M-V def2-TZVPD def2/J DEFGRID3
* xyz 0 1
N 1.114 1.392 1.712
C 0.894 0.451 0.906
O -1.124 1.342 -0.474
C -1.497 0.008 -0.695
C -0.327 -0.929 -0.389
C 1.042 -0.301 -0.387
C 0.411 -0.901 0.899
H 1.550 2.216 1.305
H -1.798 -0.128 -1.745
H -2.360 -0.205 -0.057
H -0.408 -1.929 -0.821
H -0.211 1.389 -0.799
H 1.906 -0.676 -0.925
H 0.807 -1.729 1.469
*
```

Computed properties:
- orbital gap (eV) = 10.43
- E_HOMO (eV) = -9.5153
- structure (SMILES) = [H]/N=C1\[C@@H]2[C@H](CO)[C@H]12
- E_LUMO (eV) = 0.9126



Molecular formula: C5H7NO
Method: DFT, wB97M-V/def2-TZVPD

The geometry in ORCA input format:
```
! RIJCOSX wB97M-V def2-TZVPD def2/J DEFGRID3
* xyz 0 1
C 1.206 -0.941 0.266
C 0.351 -0.393 -0.840
C -1.143 -0.381 -0.685
O -1.715 0.393 0.365
C -0.938 1.227 1.038
N 0.318 1.306 1.017
C 1.064 0.538 0.081
H 0.716 -1.382 1.130
H 2.163 -1.384 0.007
H 0.704 -0.514 -1.861
H -1.465 -1.381 -0.346
H -1.662 -0.034 -1.587
H -1.528 1.863 1.691
H 1.928 1.082 -0.276
*
```

Computed properties:
- orbital gap (eV) = 10.12
- E_HOMO (eV) = -9.1561
- structure (SMILES) = C1=N[C@H]2C[C@H]2CO1
- E_LUMO (eV) = 0.9617



Molecular formula: C5H7NO
Method: DFT, wB97M-V/def2-TZVPD

The geometry in ORCA input format:
```
! RIJCOSX wB97M-V def2-TZVPD def2/J DEFGRID3
* xyz 0 1
C 1.844 0.364 0.232
C 0.386 0.083 0.397
N -0.120 -1.024 1.177
C -0.511 -1.047 -0.209
C -1.728 -0.111 -0.507
C -0.667 0.893 -0.209
O -0.568 1.805 -1.028
H 2.010 0.916 -0.698
H 2.404 -0.573 0.215
H 2.220 0.972 1.062
H -0.877 -0.770 1.805
H -0.059 -1.785 -0.859
H -2.586 -0.330 0.152
H -1.741 0.694 -1.452
*
```

Computed properties:
- orbital gap (eV) = 10.52
- E_HOMO (eV) = -9.5823
- E_LUMO (eV) = 0.9336



For reference, ΔE to the lowest compared entry with this formula, charge and spin by record: 118.31, 138.72, 138.29, 46.84, 144.96, 161.74, 179.58, 121.92, 110.98, 28.67, 308.39, 208.80, 36.75, 79.53, 40.19, 92.08 kcal per mole.